# C5H10NS

A gas-phase ion, C5H10NS (charge +1) in a non-equilibrium geometry (ωB97M-V with the def2-TZVPD basis set, OMol25).

The geometry in ORCA input format:
```
! RIJCOSX wB97M-V def2-TZVPD def2/J DEFGRID3
* xyz 1 1
C 1.933 -0.770 -0.049
C -1.635 -0.164 -0.163
C -1.110 1.242 0.286
C -0.403 -1.122 -0.054
C 0.370 1.141 -0.105
N 0.732 -0.182 0.003
S 3.335 0.138 -0.161
H 2.000 -1.830 0.308
H -2.466 -0.498 0.472
H -2.067 -0.048 -1.251
H -1.463 2.005 -0.387
H -1.474 1.545 1.282
H -0.482 -1.606 0.956
H -0.148 -1.964 -0.817
H 0.591 1.379 -1.138
H 1.033 1.705 0.636
H 4.289 -0.764 -0.463
*
```

Its LUMO energy is -4.87 eV. The largest force on an atom comes out at 6.5 eV/Å. For the highest occupied orbital energy, the calculation gives -14.3931 eV. As for the frontier orbital gap: 9.53 eV. The value obtained for the energy relative to the best compared isomer or geometry (same formula, charge and spin) is 169.1 kJ/mol.



# C5H10NS

A molecular structure, C5H10NS in a non-equilibrium geometry (ωB97M-V with the def2-TZVPD basis set, OMol25).

The geometry in ORCA input format:
```
! RIJCOSX wB97M-V def2-TZVPD def2/J DEFGRID3
* xyz 1 1
C 0.242 -0.651 -0.421
C -1.088 -1.136 -1.019
C -0.240 -0.744 0.960
C 0.363 -0.285 2.205
C 0.825 0.761 -0.933
N -0.035 1.868 -1.061
S -1.813 -1.260 0.656
H 1.074 -1.333 -0.609
H -1.058 -2.096 -1.525
H 1.445 -0.425 2.203
H -0.082 -0.759 3.078
H 0.193 0.795 2.295
H 1.255 0.541 -1.912
H -1.620 -0.417 -1.635
H 1.632 1.003 -0.241
H -0.394 2.289 -0.222
H -0.698 1.849 -1.819
*
```

Its LUMO energy (alpha / beta) is -5.61 / -5.61 eV. The largest force on an atom comes out at 1.0 eV/Å. For the highest occupied orbital energy (alpha / beta), the calculation gives -13.3779 / -13.3776 eV. As for the frontier orbital gap (alpha / beta): 7.77 / 7.77 eV. The value obtained for the energy relative to the best compared isomer or geometry (same formula, charge and spin) is 171.9 kJ/mol.



# C5H10NS

A gas-phase ion, C5H10NS (charge +1) in a non-equilibrium geometry (ωB97M-V with the def2-TZVPD basis set, OMol25).

The geometry in ORCA input format:
```
! RIJCOSX wB97M-V def2-TZVPD def2/J DEFGRID3
* xyz 1 1
C 0.128 2.307 1.537
C 0.040 0.897 1.183
C 0.236 0.203 -0.008
C 0.272 0.722 -1.410
C -0.910 -1.986 -0.502
N 0.376 -1.261 0.025
S 0.774 2.810 2.963
H -0.224 3.121 0.946
H 0.188 0.245 2.117
H -0.781 0.786 -1.833
H 0.841 0.033 -2.140
H 0.642 1.722 -1.477
H -1.229 -1.252 -1.317
H -0.516 -2.991 -0.729
H -1.586 -2.282 0.282
H 1.161 -1.483 -0.615
H 0.588 -1.591 0.978
*
```

Its LUMO energy is -4.82 eV. The largest force on an atom comes out at 3.8 eV/Å. For the highest occupied orbital energy, the calculation gives -12.3711 eV. As for the frontier orbital gap: 7.55 eV. The value obtained for the energy relative to the best compared isomer or geometry (same formula, charge and spin) is 278.8 kJ/mol.



# C5H10NiO4

A molecular structure, C5H10NiO4 in a non-equilibrium geometry (ωB97M-V with the def2-TZVPD basis set, OMol25).

The geometry in ORCA input format:
```
! RIJCOSX wB97M-V def2-TZVPD def2/J DEFGRID3
* xyz 0 3
O 1.783 -1.323 -1.798
C 0.621 -1.494 -2.422
C -0.568 -1.365 -1.790
O 0.727 -1.587 1.845
C -1.214 -0.562 1.054
C -0.611 0.807 1.313
O 0.620 0.983 0.597
C 0.742 2.217 -0.104
H 0.640 -1.865 -3.456
H -1.544 -1.557 -2.240
H -1.791 -0.899 1.928
H -2.073 -0.371 0.388
H -1.329 1.607 1.092
H -0.319 0.872 2.369
H 1.495 2.062 -0.884
H -0.218 2.493 -0.561
H 1.074 2.999 0.593
Ni 1.378 -0.752 -0.015
O -0.507 -1.288 -0.415
H 1.091 -0.977 2.505
*
```

The expectation value of S² is 2.0060. Its LUMO energy (alpha / beta) is -0.05 / -0.30 eV. The largest force on an atom comes out at 5.1 eV/Å. For the highest occupied orbital energy (alpha / beta), the calculation gives -7.2756 / -7.2709 eV. As for the frontier orbital gap (alpha / beta): 7.23 / 6.97 eV.



# C5H10O

C5H10O in the gas phase in a non-equilibrium geometry (ωB97M-V with the def2-TZVPD basis set, OMol25).

The geometry in ORCA input format:
```
! RIJCOSX wB97M-V def2-TZVPD def2/J DEFGRID3
* xyz 0 1
C -2.017 0.461 0.152
C -0.938 -0.526 -0.276
C 0.308 -0.423 0.571
C 1.577 -0.983 0.025
C 1.356 0.548 0.168
O 1.176 1.209 -1.050
H -1.668 1.494 0.042
H -2.291 0.310 1.203
H -2.921 0.344 -0.453
H -1.309 -1.555 -0.189
H -0.684 -0.374 -1.332
H 0.152 -0.545 1.637
H 2.239 -1.531 0.711
H 1.634 -1.310 -1.003
H 2.242 0.714 0.757
H 1.144 2.165 -0.963
*
```

Its LUMO energy is 0.94 eV. The largest force on an atom comes out at 2.1 eV/Å. For the highest occupied orbital energy, the calculation gives -9.1934 eV. As for the frontier orbital gap: 10.14 eV. The value obtained for the energy relative to the best compared isomer or geometry (same formula, charge and spin) is 167.4 kJ/mol.



# C5H10O

C5H10O in the gas phase (ωB97M-V with the def2-TZVPD basis set, OMol25).

The geometry in ORCA input format:
```
! RIJCOSX wB97M-V def2-TZVPD def2/J DEFGRID3
* xyz 0 1
C -1.308 -1.484 0.675
O -0.473 -0.435 1.041
C 0.280 0.226 0.096
C 1.649 -0.397 -0.127
C -0.397 0.944 -1.037
C 0.032 1.704 0.189
H -2.064 -1.428 1.453
H -1.800 -1.360 -0.307
H -0.760 -2.430 0.745
H 2.323 0.324 -0.592
H 2.103 -0.730 0.815
H 1.599 -1.274 -0.787
H 0.178 1.100 -1.943
H -1.465 0.818 -1.193
H -0.794 2.076 0.801
H 0.898 2.346 0.171
*
```

Its LUMO energy is 1.04 eV. The largest force on an atom comes out at 0.7 eV/Å. For the highest occupied orbital energy, the calculation gives -9.5115 eV. As for the frontier orbital gap: 10.56 eV. The value obtained for the energy relative to the best compared isomer or geometry (same formula, charge and spin) is 165.2 kJ/mol.



# C5H10O

2 unconnected molecules or ions with the total composition C5H10O (ωB97M-V with the def2-TZVPD basis set, OMol25).

The geometry in ORCA input format:
```
! RIJCOSX wB97M-V def2-TZVPD def2/J DEFGRID3
* xyz 0 1
O -1.691 -0.410 0.747
C -1.263 -0.834 -0.532
C 0.071 -1.511 -0.440
C 0.724 -1.771 0.686
C 1.478 1.704 -0.105
C 0.277 2.202 0.186
H -2.544 0.028 0.642
H -1.179 0.019 -1.225
H -1.984 -1.543 -0.971
H 0.493 -1.802 -1.402
H 1.687 -2.274 0.666
H 0.326 -1.470 1.651
H 1.759 0.705 0.216
H 2.214 2.267 -0.674
H -0.447 1.616 0.749
H -0.019 3.199 -0.133
*
```

Its LUMO energy is 0.86 eV. The largest force on an atom comes out at 0.3 eV/Å. For the highest occupied orbital energy, the calculation gives -9.6084 eV. As for the frontier orbital gap: 10.47 eV. The value obtained for the energy relative to the best compared isomer or geometry (same formula, charge and spin) is 201.2 kJ/mol.



# C5H10O

C5H10O in the gas phase (ωB97M-V with the def2-TZVPD basis set, OMol25).

The geometry in ORCA input format:
```
! RIJCOSX wB97M-V def2-TZVPD def2/J DEFGRID3
* xyz 0 1
C -0.306 -0.792 1.831
C 0.788 -0.115 1.006
C 0.249 0.981 0.062
C 0.316 0.534 -1.377
C -0.741 -0.280 -1.977
O -0.604 1.098 -2.296
H -1.097 -1.194 1.187
H -0.772 -0.080 2.521
H 0.092 -1.622 2.425
H 1.307 -0.876 0.409
H 1.543 0.302 1.680
H 0.817 1.912 0.174
H -0.795 1.222 0.299
H 1.326 0.418 -1.781
H -0.505 -0.974 -2.783
H -1.619 -0.534 -1.382
*
```

Its LUMO energy is 1.13 eV. The largest force on an atom comes out at 0.3 eV/Å. For the highest occupied orbital energy, the calculation gives -10.2206 eV. As for the frontier orbital gap: 11.35 eV. The value obtained for the energy relative to the best compared isomer or geometry (same formula, charge and spin) is 132.7 kJ/mol.



# C5H10O

2 unconnected molecules or ions with the total composition C5H10O in a non-equilibrium geometry (ωB97M-V with the def2-TZVPD basis set, OMol25).

The geometry in ORCA input format:
```
! RIJCOSX wB97M-V def2-TZVPD def2/J DEFGRID3
* xyz 0 1
C -0.542 -1.031 0.430
C -1.355 0.118 -0.169
C -0.540 1.346 -0.212
O 0.703 1.328 -0.695
C 1.512 0.266 -0.169
C 0.829 -1.094 -0.251
H -1.076 -1.983 0.326
H -0.408 -0.853 1.507
H -1.618 -0.125 -1.208
H -2.296 0.276 0.369
H -0.537 1.825 1.153
H -1.043 2.351 -0.122
H 1.751 0.507 0.881
H 2.440 0.295 -0.749
H 1.473 -1.852 0.213
H 0.705 -1.372 -1.306
*
```

Its LUMO energy is 1.14 eV. The largest force on an atom comes out at 7.3 eV/Å. For the highest occupied orbital energy, the calculation gives -8.8557 eV. As for the frontier orbital gap: 10.00 eV. The value obtained for the energy relative to the best compared isomer or geometry (same formula, charge and spin) is 215.5 kJ/mol.



# C5H10O

C5H10O in the gas phase (ωB97M-V with the def2-TZVPD basis set, OMol25).

The geometry in ORCA input format:
```
! RIJCOSX wB97M-V def2-TZVPD def2/J DEFGRID3
* xyz 0 1
C -1.626 0.684 -0.771
C -0.483 -0.185 -0.256
C -0.663 -0.575 1.221
C 0.860 0.521 -0.441
O 0.927 1.675 -0.810
C 2.113 -0.265 -0.112
H -1.586 0.781 -1.860
H -1.562 1.692 -0.352
H -2.594 0.249 -0.500
H -0.441 -1.116 -0.841
H -0.502 0.286 1.880
H 0.028 -1.370 1.521
H -1.682 -0.939 1.391
H 2.196 -0.403 0.973
H 2.091 -1.261 -0.568
H 2.987 0.288 -0.462
*
```

Its LUMO energy is 0.97 eV. The largest force on an atom comes out at 0.4 eV/Å. For the highest occupied orbital energy, the calculation gives -9.5475 eV. As for the frontier orbital gap: 10.52 eV. The value obtained for the energy relative to the best compared isomer or geometry (same formula, charge and spin) is 2.2 kJ/mol.